(1)
The following is a DFT calculation (wB97M-V/def2-TZVPD) of C15H23N5O3 in the gas phase in a non-equilibrium geometry.

XYZ file:
```
46
Properties=species:S:1:pos:R:3:forces:R:3:mulliken_charge:R:1
C 1.4160 2.1272 0.8840 -1.9 0.4 -2.6 0.38
C 2.0991 1.0441 0.0015 0.0 -0.7 0.6 -0.13
C 1.0109 3.2208 -0.1591 -1.3 1.9 1.5 -1.30
C -0.4373 3.1372 -0.7033 0.7 -2.4 -1.8 -0.53
C -0.8781 1.6440 -0.9325 -2.1 2.4 -2.7 0.17
C -3.3294 1.0425 -0.4389 -1.1 -4.0 1.4 0.41
C 2.5226 -1.4227 0.3655 -0.3 1.1 1.6 -0.33
C 3.8940 -1.4749 -0.4327 -3.0 -2.7 -0.5 0.37
C 1.3086 -2.0249 -0.5295 2.7 1.4 -0.8 -0.62
C -0.0579 -2.4021 -0.1148 0.9 -0.6 0.0 0.49
C -0.4230 -2.1458 1.1840 -2.2 1.1 3.0 0.29
C -0.9020 -3.0346 -1.0095 -3.6 0.7 2.0 -0.65
C -1.7047 -2.4334 1.6851 -0.7 -1.0 -2.4 -1.01
C -2.3200 -3.2381 -0.5605 5.3 0.5 -1.3 -0.69
C -2.6747 -2.9762 0.7119 0.7 1.3 2.1 -0.35
H 3.0589 3.1271 1.5316 1.9 2.0 -1.2 0.23
H 2.0010 2.8000 2.6911 0.5 -0.2 -0.7 0.26
H 0.4309 1.7125 1.4216 2.3 0.8 -1.0 0.41
H 1.6515 3.2820 -0.9710 1.6 -0.9 -1.5 0.49
H 1.2171 4.2493 0.2387 -0.7 -0.7 0.4 0.40
H -1.0599 3.5925 0.0191 -1.2 0.6 0.3 0.33
H -0.6099 3.4308 -1.8087 0.6 0.9 2.1 0.35
H -0.4121 1.2882 -1.8557 0.3 0.0 0.3 0.17
H -0.6721 0.9683 -0.1996 0.6 -1.8 2.2 -0.38
H -2.7449 2.1189 -1.8887 -0.9 1.9 -2.5 0.21
H -5.0510 0.3033 -0.2129 0.2 1.1 -0.6 0.19
H -3.7835 -0.3348 1.0974 0.0 0.1 0.5 0.28
H -2.0621 0.1868 0.9701 -1.2 -0.8 0.4 0.04
H 1.7619 0.0784 1.6306 0.4 -0.3 0.6 0.44
H 2.5690 -1.9142 1.3630 0.5 -0.4 -1.0 0.67
H 1.1644 -1.1631 -1.2171 0.4 -1.1 -0.6 0.22
H 1.8108 -2.9310 -0.9391 -0.6 0.9 -0.5 0.56
H 0.1397 -1.4476 1.8628 0.1 -1.2 -0.8 0.25
H -0.8222 -3.0763 -2.0826 0.9 -0.3 -0.1 0.35
H -2.0013 -2.2104 2.7225 0.1 0.0 -0.7 0.35
H -2.8455 -3.5266 -1.4189 -1.8 -0.4 -0.4 0.40
H -3.7312 -2.9059 0.8988 -0.3 -0.5 0.6 0.50
H 4.4791 -1.6212 -2.0376 0.4 -0.6 -1.2 0.31
N 2.4280 2.4664 1.8115 -2.3 -0.9 3.7 -0.52
N -2.3417 1.5678 -1.2283 1.6 -1.6 3.5 -0.09
N -4.5581 1.0107 -0.7958 -0.8 0.6 -0.4 -0.84
N -3.0261 0.1034 0.6264 3.1 2.9 -2.0 -0.28
N 2.4138 0.0055 0.8683 -0.9 -1.5 -2.1 -0.16
O 2.4049 1.1516 -1.1739 -0.2 -0.5 1.1 -0.60
O 5.0464 -1.5199 -0.1962 2.2 1.6 3.1 -0.59
O 3.6200 -1.8553 -1.6783 -1.1 0.9 -1.6 -0.43
```
Forces are in eV/Å.

As for the charge: 0. The value obtained for the largest force on an atom is 5.5 eV/Å. The SMILES is [H]/N=C(\N)NCCC[C@H](N)C(=O)N[C@@H](Cc1ccccc1)C(=O)O. For the molar mass, the calculation gives 321.38 g/mol. The calculation puts the relative energy (zero: lowest compared OMol25 entry of this formula, charge and spin) at 5.4322 eV. The total energy is -1084.7518 a.u.



(2)
The following is a DFT calculation (wB97M-V/def2-TZVPD) of 2 unconnected molecules or ions with the total composition C2H4NO2 in a non-equilibrium geometry.

XYZ file:
```
9
Properties=species:S:1:pos:R:3:forces:R:3:mulliken_charge:R:1
C -1.0190 1.5973 -0.0443 -0.2 0.0 0.8 -0.16
C 1.5170 -1.4527 0.0027 -2.2 1.8 -0.3 -0.09
N -1.4962 0.4691 0.0127 -0.8 -1.5 -0.8 0.67
O -1.9553 -0.5692 -0.0372 0.1 1.3 0.4 -0.16
O 0.5241 -0.7207 -0.0232 1.8 -1.4 -0.5 -0.45
H -1.2052 2.2638 0.7578 -0.6 0.6 0.9 0.33
H -0.2703 1.8892 -0.7253 0.8 -0.2 -1.2 0.35
H 2.0791 -1.4147 0.8966 1.1 -0.4 1.0 0.26
H 1.8256 -2.0621 -0.8398 0.0 -0.2 -0.3 0.26
```
Forces are in eV/Å.

As for the charge: +1. The value obtained for the largest force on an atom is 2.8 eV/Å. For the molar mass, the calculation gives 74.06 g/mol. The calculation puts the relative energy (zero: lowest compared OMol25 entry of this formula, charge and spin) at 4.6777 eV. The total energy is -283.3843 a.u.



(3)
The following is a DFT calculation (wB97M-V/def2-TZVPD) of a molecular structure, C20H30N3O6S2SiSn.

XYZ file:
```
63
Properties=species:S:1:pos:R:3:forces:R:3:mulliken_charge:R:1
Sn -0.7039 -0.9182 1.6192 0.3 0.1 0.1 0.70
O 0.0403 0.8409 3.1662 0.0 0.0 0.0 -0.39
C 1.4314 0.7019 3.4986 -0.1 0.0 -0.2 -0.75
C 2.2651 0.6502 2.2446 0.0 0.0 0.0 0.85
C 3.5618 1.1320 2.2186 0.1 0.0 0.0 -0.95
C 4.2780 1.0424 1.0360 0.1 0.0 0.0 -0.23
C 3.6665 0.4918 -0.0777 0.0 0.0 0.0 -1.03
C 2.3616 0.0486 0.0356 -0.1 0.0 0.0 -0.46
N 1.6688 0.1190 1.1766 0.3 -0.1 0.1 0.28
H -0.0974 1.7016 2.7459 -0.1 0.0 0.1 0.30
H 1.5070 -0.2272 4.0626 0.0 0.0 0.0 0.26
H 1.7563 1.5137 4.1453 -0.1 0.1 0.1 0.43
H 3.9993 1.5694 3.1078 0.0 0.0 0.0 0.41
H 5.2965 1.4055 0.9840 0.0 0.0 0.0 0.43
H 4.1845 0.4190 -1.0251 0.0 0.0 0.0 0.44
H 1.8410 -0.3732 -0.8127 0.0 0.0 0.0 0.65
O -1.5990 0.0413 -2.4044 -0.2 0.0 0.4 -0.66
S -1.2845 -0.4591 -1.1092 0.6 -0.2 -0.4 1.15
O -2.3244 -1.2225 -0.3788 0.5 -0.1 -0.4 -0.93
O -0.0595 -1.4575 -1.2153 -0.6 -0.1 -0.1 0.13
O -0.7482 0.5429 -0.1279 -0.4 -0.5 0.1 -0.60
C -1.3573 -4.0262 -1.8096 -0.4 0.0 0.1 -0.97
Si 0.1030 -2.9594 -2.1211 0.0 0.4 0.2 0.24
C 1.6250 -3.6447 -1.3481 0.3 -0.1 0.0 -0.99
C 0.2787 -2.4802 -3.8818 0.0 0.1 -0.3 -1.01
H -1.2372 -4.9685 -2.3523 0.0 0.0 0.0 0.41
H -2.2829 -3.5512 -2.1459 0.0 -0.1 0.0 0.28
H -1.4613 -4.2530 -0.7484 0.0 0.0 0.0 0.31
H 1.7897 -4.6813 -1.6620 0.0 0.1 0.0 0.40
H 1.5282 -3.6377 -0.2615 0.0 0.0 0.1 0.26
H 2.5153 -3.0693 -1.6189 -0.1 -0.1 0.0 0.31
H 0.1001 -3.3353 -4.5409 0.0 0.1 0.0 0.36
H 1.2782 -2.0896 -4.0891 -0.1 0.0 0.0 0.31
H -0.4509 -1.7023 -4.1240 0.0 -0.1 -0.1 0.31
C -4.9605 -0.3989 -2.3438 0.1 -0.1 0.0 -1.01
C -5.8198 0.3220 -1.3090 0.0 -0.1 0.0 0.15
C -5.0047 1.1866 -0.3571 0.0 -0.3 0.2 -0.92
N -4.3041 0.3687 0.6561 -0.4 0.6 0.3 0.60
C -4.2114 0.5463 1.9547 -0.2 -0.3 -0.3 0.48
S -2.9288 -0.1623 2.8556 0.0 0.1 0.3 -0.48
N -5.1179 1.2379 2.6921 -0.1 0.1 -0.2 -0.02
C -6.5155 1.5160 2.4760 0.2 -0.1 -0.2 -0.15
O -6.9620 2.5285 2.9334 0.0 0.0 0.1 -0.52
C -7.3169 0.4884 1.7631 0.2 0.0 0.1 0.69
C -6.9816 -0.8616 1.8182 0.0 0.0 0.0 -0.05
C -7.7876 -1.7948 1.1855 0.0 0.0 0.0 -0.74
C -8.9166 -1.3761 0.4941 0.0 0.1 0.0 -0.40
C -9.2529 -0.0265 0.4448 0.0 -0.1 0.0 -0.58
C -8.4593 0.9061 1.0897 -0.1 0.1 0.0 -0.51
H -5.5742 -1.0430 -2.9738 0.0 0.0 0.0 0.46
H -4.1955 -1.0331 -1.8777 -0.2 0.1 -0.1 -0.04
H -4.4469 0.3144 -2.9929 0.0 -0.1 0.1 0.34
H -6.3971 -0.3984 -0.7260 0.0 0.1 0.0 -0.16
H -6.5421 0.9736 -1.8031 0.0 0.0 -0.1 0.45
H -5.6294 1.9254 0.1272 -0.1 0.1 0.2 0.42
H -4.2291 1.7295 -0.9014 0.0 0.0 -0.1 0.55
H -3.6333 -0.2970 0.2900 0.1 -0.1 -0.2 -0.23
H -4.7748 1.5792 3.5778 0.0 0.1 0.0 0.27
H -6.1032 -1.1890 2.3635 -0.1 0.0 0.0 0.44
H -7.5389 -2.8473 1.2353 0.0 0.0 0.0 0.42
H -9.5426 -2.1059 -0.0031 0.0 0.0 0.0 0.42
H -10.1366 0.2946 -0.0909 0.0 0.0 0.0 0.42
H -8.7124 1.9604 1.0791 0.0 -0.1 0.0 0.46
```
Forces are in eV/Å.

As for the charge: +1. The value obtained for the largest force on an atom is 0.8 eV/Å. For the molar mass, the calculation gives 619.41 g/mol. The total energy is -2695.9523 a.u.



(4)
The following is a DFT calculation (wB97M-V/def2-TZVPD) of a molecular structure, C13H14B3ClCsF6MgN3O12PS2 in a non-equilibrium geometry.

XYZ file:
```
57
Properties=species:S:1:pos:R:3:forces:R:3:mulliken_charge:R:1
N -3.1086 -4.1554 0.1184 1.5 0.1 0.0 -0.49
P -2.1360 -4.2331 1.5655 -0.5 -2.0 0.7 0.01
O -1.0280 -5.5151 1.2472 -0.3 1.3 -0.3 -0.54
B -0.9955 -2.7095 1.6750 -0.4 1.7 -0.7 0.61
O 0.2784 -2.6066 2.3200 -4.0 3.3 -3.4 -0.96
B 0.9927 -1.4187 1.8456 -0.9 1.4 -0.3 0.62
O 0.8887 -0.9587 0.5265 -1.0 -2.0 1.0 -0.39
B -0.3205 -1.4676 0.0368 -0.8 1.1 0.2 0.35
C -0.5469 -2.1225 -1.4247 0.5 1.5 1.6 0.32
C -1.6886 -1.6797 -2.1502 -0.4 -0.6 -1.5 -0.66
C -2.0088 -2.2369 -3.4282 3.0 -1.6 1.6 -0.77
C -1.0082 -3.3226 -3.8027 -1.6 2.4 0.7 -0.33
C 0.0724 -3.5943 -2.9263 0.9 -1.7 -1.2 -0.42
N 0.3911 -3.0519 -1.7364 -2.7 0.9 -1.7 -0.33
O -1.3896 -1.5298 0.9615 1.7 -1.7 -0.8 0.19
H -3.3396 -5.1295 -0.1046 -0.4 0.4 0.3 0.32
H -2.5780 -3.8138 -0.6876 -0.3 0.0 0.1 0.13
H -0.6925 -5.3754 0.3451 0.1 -0.3 0.3 0.33
H 1.6517 -0.7937 2.6166 0.2 -0.5 -0.1 -0.07
H -2.3305 -0.9004 -1.7004 0.4 -0.6 -0.2 0.54
H -2.9073 -1.9125 -3.9864 0.5 -0.4 0.3 0.54
H -1.0999 -3.8962 -4.7520 0.0 -0.1 0.9 0.70
H 0.7602 -4.4090 -3.2430 -0.5 0.6 0.1 0.48
Mg -1.0863 -1.8921 -5.8009 0.5 0.5 -0.1 0.86
C 3.3090 2.5982 -3.2628 0.1 0.0 0.0 -0.32
C 3.1263 3.3030 -4.4557 -0.2 -0.1 -0.1 -0.60
C 2.0692 2.9849 -5.2969 0.1 0.0 0.0 -0.37
C 1.1881 1.9702 -4.9431 0.0 -0.1 -0.1 -0.45
C 1.3696 1.2704 -3.7477 0.0 -0.1 -0.1 0.25
C 2.4299 1.5827 -2.9150 0.0 -0.1 0.1 -0.66
H 4.1340 2.8382 -2.6057 0.0 0.0 -0.1 0.63
H 3.8118 4.0970 -4.7241 0.0 0.0 0.0 0.41
H 1.9311 3.5253 -6.2250 0.0 0.0 0.0 0.38
H 0.3575 1.7228 -5.5968 0.0 0.1 0.0 0.26
H 0.6785 0.4779 -3.4706 -0.1 0.1 0.0 0.21
H 2.5743 1.0361 -1.9909 0.0 0.1 0.0 0.48
C -2.4228 -0.6531 4.1645 0.6 -0.6 1.1 0.67
F -2.8520 -1.7108 3.4423 0.0 0.3 -0.2 -0.21
F -2.5029 -1.0102 5.4499 -0.1 0.2 -0.3 -0.23
F -1.1048 -0.5083 3.8939 0.0 0.0 -0.3 -0.27
S -3.3637 0.8723 3.7979 -0.8 -0.5 -0.7 0.93
O -4.7151 0.5559 4.1562 0.3 0.1 0.3 -0.61
O -3.1337 1.0975 2.3935 0.4 0.0 0.3 -0.59
N -2.5750 1.8144 4.7943 -0.6 0.0 -0.7 -0.21
S -3.0684 3.3320 4.8136 -0.3 1.8 0.3 0.98
O -4.3610 3.5627 5.3918 0.2 -0.6 0.0 -0.59
O -2.7768 4.0981 3.6330 0.3 -0.6 0.0 -0.60
C -1.8782 3.9322 6.0674 1.2 0.1 1.2 0.67
F -0.6045 3.7534 5.6711 -0.4 0.0 -0.2 -0.23
F -2.0116 3.2784 7.2333 -0.3 0.0 -0.4 -0.23
F -2.0353 5.2326 6.3214 -0.3 -0.3 -0.4 -0.20
O 5.9168 2.8648 -1.6060 0.1 0.1 0.1 -0.65
Cl 6.7284 3.4586 -0.5712 0.1 -0.5 -0.2 1.68
O 7.5199 2.4446 0.0705 -0.1 0.1 0.0 -0.57
O 5.8725 4.0919 0.4038 0.1 0.1 0.0 -0.54
O 7.5973 4.4528 -1.1481 -0.1 0.1 0.1 -0.52
Cs 2.0984 -3.6554 3.1393 4.6 -3.3 2.6 1.04
```
Forces are in eV/Å.

As for the charge: +1. The value obtained for the largest force on an atom is 6.2 eV/Å. For the molar mass, the calculation gives 838.46 g/mol. The total energy is -4062.1864 a.u.